Molecular formula: C23H40Cl3MnN4O3Si
Method: DFT, ωB97M-V with the def2-TZVPD basis set

Output
- Spin multiplicity: 6
- Frontier orbital gap (alpha / beta): 0.1874 / 0.2609 Ha
- HOMO (alpha / beta): -2.54 / -4.55 eV
- Total charge: -1
- Energy relative to the best compared isomer or geometry (same formula, charge and spin): 0.375 eV
- LUMO energy (alpha / beta): 2.55 / 2.55 eV
- Expectation value of S²: 8.7566
- F_max: 3.3 eV Å⁻¹

Geometry as XYZ:
```
75
Properties=species:S:1:pos:R:3:mulliken_spin:R:1
Mn -0.54948 -0.20168 0.07078 4.69
Cl 0.53514 -2.09540 -0.37469 0.09
Cl -4.99232 -2.68458 -0.84006 0.00
Cl -2.65985 -1.03847 0.29562 0.10
Si -4.89605 -3.14358 1.21664 0.01
O -1.30438 1.64204 0.58309 -0.01
O -0.16793 -0.44373 2.10243 0.01
O -0.66609 0.39472 -1.75485 0.00
N 1.64303 0.93049 0.20700 0.00
N -2.34026 2.74927 -1.15635 0.02
N -0.06647 -1.78902 3.92399 0.00
N 3.81997 0.98024 0.51566 0.00
C -0.28753 -1.58367 2.63206 0.00
C 3.45399 2.11733 -4.04398 0.00
C -6.24629 -4.48426 1.31551 0.00
C -0.05896 -3.10875 4.54592 0.00
C 0.26771 -0.66660 4.78784 0.00
C -2.13291 -1.28350 -3.77854 -0.01
C -5.54550 -1.74633 2.26478 0.00
C -3.38735 1.78097 -1.44425 0.00
C -2.18431 3.80788 -2.13728 0.00
C -2.24500 0.84782 -5.97308 0.00
C 3.46591 0.71781 -4.07151 0.00
C 1.20298 0.68343 -3.21946 -0.01
C 2.34142 0.00007 -3.64785 0.00
C 2.07497 2.23414 0.03355 0.01
C 1.21588 2.07321 -3.12807 0.01
C -1.44293 2.63342 -0.16395 0.04
C -0.06879 -0.11538 -2.87328 -0.02
C -3.25996 -3.94310 1.70070 0.00
C -1.13097 -0.19007 -3.97039 0.01
C 2.70783 0.19876 0.50336 0.01
C -1.16765 0.72094 -4.94777 0.00
C 2.34491 2.79182 -3.53432 0.00
C 3.44837 2.27457 0.19634 0.00
H 4.12313 3.10783 0.08291 0.00
H -1.54958 4.58545 -1.70742 0.00
H -3.51302 1.07124 -0.61930 0.00
H 0.32462 2.58633 -2.75320 0.00
H -0.52291 -0.51609 5.53278 0.00
H -0.80593 3.53889 -0.05977 0.00
H -2.64211 1.87158 -5.98782 0.00
H -1.71363 3.43579 -3.05947 0.00
H -3.09558 -4.84721 1.09573 0.00
H 2.73428 -0.86863 0.68292 0.00
H -4.31914 2.33818 -1.62033 0.00
H -1.83998 0.65595 -6.97598 0.00
H 2.30520 -1.09325 -3.68900 0.00
H -1.70282 -2.26373 -4.04760 0.00
H 0.89745 -3.26030 5.06459 0.00
H -5.09141 -0.78725 2.01339 0.00
H -2.40676 -3.26711 1.54356 0.01
H -3.01757 -1.12560 -4.40476 0.00
H -0.57660 -2.44116 2.00447 0.01
H 4.77264 0.66653 0.70425 0.00
H 0.36885 0.22748 4.16824 0.00
H -7.21102 -3.99670 1.10280 0.00
H -6.32518 -4.98096 2.30281 0.00
H 2.32543 3.88161 -3.47803 0.00
H 4.32955 0.16902 -4.45360 0.00
H -6.62620 -1.67743 2.10015 0.00
H -5.40544 -1.92350 3.33651 0.00
H 1.41421 3.05640 -0.20097 0.00
H 0.21663 -1.15766 -2.65683 0.00
H 1.20505 -0.88041 5.31241 0.00
H -3.16547 4.22564 -2.38442 0.00
H -0.87645 -3.19845 5.27557 0.00
H -6.05761 -5.25143 0.54911 0.00
H -0.17974 -3.88704 3.78298 0.00
H 4.30463 2.68030 -4.42572 0.00
H -3.13609 1.22219 -2.36025 0.00
H -3.27122 -4.25777 2.75888 0.00
H -2.46300 -1.34570 -2.72764 0.01
H -3.08744 0.16631 -5.80450 0.00
H -0.34618 1.43792 -5.04587 0.00
```